Record 1
DFT (wB97M-V/def2-TZVPD) results for a 2-piece molecular cluster, C6H12N2 overall.

```
20
Properties=species:S:1:pos:R:3:mulliken_charge:R:1
C 0.073 -0.462 -2.247 -1.186
C 0.040 -1.123 -0.923 0.647
C 1.247 -1.436 -0.329 -0.419
N 0.976 -2.229 0.775 -0.110
C -0.369 -2.471 0.739 -0.201
N -0.939 -1.821 -0.233 -0.648
H 0.326 -1.193 -3.006 0.315
H 0.891 0.264 -2.197 0.319
H -0.780 0.066 -2.691 0.327
H 2.157 -0.849 -0.319 0.327
H 1.565 -2.914 1.227 0.241
H -0.928 -2.985 1.508 0.404
C -0.035 1.637 0.667 -0.413
C -1.071 2.614 1.233 -0.965
H 0.084 0.776 1.302 0.217
H -0.238 1.346 -0.356 0.009
H 0.921 2.184 0.741 0.306
H -1.456 3.157 0.373 0.289
H -1.795 2.049 1.851 0.256
H -0.672 3.390 1.886 0.285
```

The HOMO energy is -8.587 eV. The value obtained for the total energy is -9395.9654 eV. The SMILES is Cc1c[nH]cn1.CC. The calculation puts the frontier orbital gap at 9.54 eV. Its net charge is 0. For the relative energy (zero: lowest compared OMol25 entry of this formula, charge and spin), the calculation gives 85.3 kJ/mol.

Record 2
DFT (wB97M-V/def2-TZVPD) results for a single C6H4O molecule.

```
11
Properties=species:S:1:pos:R:3:mulliken_charge:R:1
O -0.157 1.957 -0.178 -0.459
C 0.759 1.527 0.493 -0.020
C 1.326 0.171 0.317 -0.252
C 0.639 -0.773 -0.343 -0.219
C -0.752 -0.646 -0.718 0.430
C -1.908 -0.386 -1.527 -0.806
C -1.960 -0.904 -0.226 -0.011
H 1.208 2.150 1.289 0.319
H 2.291 -0.060 0.759 0.341
H 1.056 -1.767 -0.501 0.328
H -2.500 -1.270 0.635 0.350
```

The HOMO energy is -8.861 eV. The value obtained for the total energy is -8329.0421 eV. The SMILES is O=C/C=C\C1=C=C1. The calculation puts the frontier orbital gap at 8.60 eV. Its net charge is 0. For the relative energy (zero: lowest compared OMol25 entry of this formula, charge and spin), the calculation gives 327.9 kJ/mol.

Record 3
DFT (wB97M-V/def2-TZVPD) results for C2H4ClI as an isolated structure.

```
8
Properties=species:S:1:pos:R:3:mulliken_charge:R:1
C -0.692 -0.394 0.342 -1.178
C 0.461 0.272 -0.419 -0.220
Cl 0.476 2.025 0.073 -0.169
I 2.379 -0.606 0.014 0.099
H -0.741 0.093 1.399 0.313
H -0.594 -1.409 0.357 0.430
H -1.481 -0.323 -0.262 0.358
H 0.191 0.342 -1.505 0.368
```

The HOMO energy is -9.729 eV. The value obtained for the total energy is -22761.2287 eV. The calculation puts the frontier orbital gap at 9.96 eV. Its net charge is 0. For the relative energy (zero: lowest compared OMol25 entry of this formula, charge and spin), the calculation gives 48.3 kJ/mol.

Record 4
DFT (wB97M-V/def2-TZVPD) results for C23H18CeCl8F2GeNO3 as an isolated structure.

```
57
Properties=species:S:1:pos:R:3:mulliken_charge:R:1
Ce -0.161 -0.069 0.411 -0.283
F 3.368 -1.632 -3.878 -0.372
C 3.101 -0.725 -2.931 0.356
C 2.001 -0.893 -2.111 -0.931
C 1.741 0.064 -1.130 1.224
C 2.545 1.208 -0.923 -0.643
C 3.648 1.320 -1.789 0.565
F 4.498 2.354 -1.708 -0.384
C 3.929 0.374 -2.780 -1.006
C 2.208 2.197 0.149 0.283
C 2.953 3.349 0.415 -1.063
C 2.566 4.220 1.437 -0.498
C 1.438 3.936 2.189 -1.130
C 0.741 2.786 1.884 -0.250
N 1.098 1.931 0.900 0.778
H 1.350 -1.752 -2.226 0.477
H 4.791 0.501 -3.425 0.438
H 3.840 3.608 -0.150 0.473
H 3.148 5.115 1.639 0.384
H 1.112 4.590 2.988 0.405
H -0.151 2.507 2.436 0.870
Cl 2.807 -6.641 1.283 -0.245
C 1.934 -5.254 0.667 0.327
C 1.901 -4.058 1.399 -0.365
Cl 2.755 -4.005 2.935 -0.217
C 1.194 -2.917 0.910 0.852
Cl 1.301 -1.476 2.052 -0.171
C 0.473 -2.950 -0.379 -0.117
O -0.205 -1.999 -0.942 -0.521
C 0.565 -4.222 -1.058 0.528
Cl -0.250 -4.419 -2.622 -0.221
C 1.270 -5.340 -0.558 0.013
Cl 1.320 -6.839 -1.462 -0.225
Cl -2.894 2.441 4.043 -0.167
C -1.288 1.744 4.470 0.643
Cl -1.543 0.581 5.824 -0.170
Cl -0.248 3.095 5.059 -0.168
C -0.587 1.017 3.265 0.129
O 0.553 0.503 3.506 -0.719
O -1.202 0.996 2.153 -0.234
C -4.197 0.388 0.363 -0.959
Ge -3.334 0.392 -1.378 0.439
C -3.128 -1.437 -2.003 -0.911
C -4.427 1.388 -2.640 -1.301
C -1.586 1.230 -1.234 -0.935
H -5.195 -0.090 0.279 0.398
H -4.315 1.432 0.719 0.251
H -3.573 -0.181 1.083 0.194
H -4.126 -1.913 -2.085 0.425
H -2.504 -2.005 -1.283 0.139
H -2.636 -1.433 -2.998 0.274
H -5.424 0.909 -2.721 0.334
H -3.934 1.389 -3.634 0.322
H -4.545 2.431 -2.283 0.322
H -1.705 2.273 -0.878 0.282
H -1.095 1.232 -2.229 0.294
H -1.896 -1.250 0.980 -0.210
```

The HOMO energy (spin up / spin down) is -0.863 / -0.830 eV. The value obtained for the total energy is -206833.7342 eV. The calculation puts the frontier orbital gap (spin up / spin down) at 4.91 / 4.88 eV. Its net charge is -2. For the relative energy (zero: lowest compared OMol25 entry of this formula, charge and spin), the calculation gives 0.0 kJ/mol. As for the spin multiplicity: 2.

Record 5
DFT (wB97M-V/def2-TZVPD) results for C3H6Br2NO as an isolated structure.

```
13
Properties=species:S:1:pos:R:3:mulliken_charge:R:1
C -0.110 -0.023 0.473 1.027
C 2.497 0.939 -0.908 -0.613
C -0.742 -1.048 0.976 -0.546
N -2.281 -0.919 1.256 -0.413
O -0.054 1.070 0.117 -0.329
Br 2.221 -0.876 -0.304 -0.036
Br -0.163 -2.588 2.006 -0.038
H 3.499 1.172 -1.418 0.319
H 2.155 1.419 -0.066 0.246
H 1.844 0.930 -1.813 0.258
H -2.126 -0.528 2.133 0.389
H -2.846 -0.297 0.633 0.368
H -2.804 -1.852 1.421 0.367
```

The HOMO energy is -13.537 eV. The value obtained for the total energy is -146820.6105 eV. The calculation puts the frontier orbital gap at 8.65 eV. Its net charge is +1. For the relative energy (zero: lowest compared OMol25 entry of this formula, charge and spin), the calculation gives 202.7 kJ/mol.

Record 6
DFT (wB97M-V/def2-TZVPD) results for C30H24F12N2O6ReS as an isolated structure.

```
76
Properties=species:S:1:pos:R:3:mulliken_charge:R:1
Re -0.948 -0.296 -1.008 2.056
C -0.534 4.133 -6.605 -1.707
C -0.583 3.436 -5.268 0.275
C -0.816 4.136 -4.090 -1.042
C -0.852 3.478 -2.879 -0.057
C -0.663 2.101 -2.794 0.612
N -0.655 1.530 -1.481 -0.230
C -0.092 2.293 -0.398 0.026
C 0.979 3.136 -0.676 0.120
C 1.492 3.992 0.274 -0.996
C 0.937 4.049 1.547 0.163
C 1.467 4.990 2.599 -1.637
C -0.094 3.168 1.839 -0.444
C -0.597 2.251 0.916 -0.760
C -1.630 1.223 1.417 1.098
O -2.056 0.337 0.430 -0.845
C -1.010 0.328 2.537 0.587
F 0.015 -0.360 2.017 -0.205
F -0.549 0.997 3.593 -0.297
F -1.916 -0.550 2.969 -0.278
C -2.931 1.923 1.906 0.570
F -2.764 2.548 3.079 -0.253
F -3.311 2.833 1.003 -0.245
F -3.923 1.051 2.048 -0.240
C -0.506 1.365 -3.971 -0.486
C -0.446 2.061 -5.178 -0.637
C -0.558 -0.163 -4.001 0.960
O -0.306 -0.786 -2.800 -0.634
C 0.488 -0.759 -4.999 0.368
F 1.648 -0.101 -4.910 -0.268
F 0.732 -2.039 -4.739 -0.252
F 0.067 -0.685 -6.273 -0.249
C -1.997 -0.598 -4.438 0.816
F -2.439 -0.001 -5.542 -0.253
F -2.066 -1.919 -4.616 -0.269
F -2.857 -0.283 -3.445 -0.213
H -0.246 5.178 -6.495 0.409
H -1.511 4.108 -7.095 0.307
H 0.180 3.650 -7.272 0.386
H -0.973 5.209 -4.116 0.420
H -1.015 4.038 -1.966 0.580
H 1.397 3.129 -1.676 0.662
H 2.328 4.632 0.016 0.426
H 1.943 5.860 2.147 0.403
H 2.214 4.491 3.224 0.303
H 0.668 5.336 3.256 0.393
H -0.499 3.183 2.841 0.535
H -0.316 1.507 -6.098 0.551
C 0.754 -1.926 6.647 -1.541
C 0.631 -2.870 5.479 0.889
C -0.574 -3.010 4.797 -0.596
C -0.688 -3.868 3.714 -0.570
C 0.417 -4.607 3.319 0.032
C 1.630 -4.498 3.995 -0.412
C 1.728 -3.626 5.065 -0.618
S 0.284 -5.668 1.919 1.229
O -1.088 -6.057 1.797 -0.723
O 1.350 -6.619 2.019 -0.709
N 0.591 -4.744 0.609 -0.246
C 1.907 -4.110 0.475 -0.343
C 1.966 -3.214 -0.760 -1.112
C 1.113 -1.986 -0.658 1.198
O 1.573 -0.851 -0.651 -0.572
O -0.202 -2.159 -0.608 -0.995
H -0.186 -1.413 6.843 0.361
H 1.519 -1.170 6.456 0.337
H 1.044 -2.461 7.553 0.384
H -1.438 -2.440 5.120 0.278
H -1.629 -3.983 3.191 0.513
H 2.470 -5.109 3.687 0.490
H 2.669 -3.535 5.597 0.416
H -0.201 -4.151 0.382 0.348
H 2.652 -4.896 0.368 0.365
H 2.173 -3.519 1.357 0.335
H 1.650 -3.773 -1.644 0.306
H 2.989 -2.876 -0.896 0.425
```

The HOMO energy (spin up / spin down) is -8.522 / -8.745 eV. The value obtained for the total energy is -92341.9784 eV. The calculation puts the frontier orbital gap (spin up / spin down) at 6.62 / 7.46 eV. Its net charge is 0. For the relative energy (zero: lowest compared OMol25 entry of this formula, charge and spin), the calculation gives 83.7 kJ/mol. As for the spin multiplicity: 4.